# 1
This record from the OMol25 dataset describes 3 unconnected molecules or ions with the total composition C5H18N3O2 at a distorted geometry. The level of theory is ωB97M-V/def2-TZVPD.

**Charge**: +1
**HOMO-LUMO gap**: 9.222 eV

Structure (XYZ):
```
28
Properties=species:S:1:pos:R:3:forces:R:3
C -0.206 1.542 -2.995 -1.98 0.26 0.39
C -0.446 0.656 -1.725 -3.12 0.87 -2.72
C -0.192 1.577 -0.511 0.49 3.24 0.64
C -0.310 0.987 0.843 -0.36 -2.40 -0.98
C 0.403 1.417 1.911 -1.38 -2.64 -0.39
N 0.650 0.577 3.114 -1.95 -0.76 1.54
N -1.129 -0.104 0.773 0.93 0.71 3.44
N 0.302 -0.626 -1.854 1.38 -0.14 0.44
H -1.031 1.337 -3.679 0.07 -0.12 -0.21
H -0.293 2.632 -2.847 0.48 -0.48 0.23
H 0.664 1.243 -3.509 1.32 0.03 -0.39
H -1.621 0.455 -1.827 2.44 0.03 0.71
H -0.919 2.541 -0.399 1.32 -2.31 -1.25
H 0.831 2.066 -0.585 -1.09 -0.65 -0.16
H 0.609 2.407 1.920 1.42 2.70 0.60
H 1.054 1.148 3.913 -0.03 -1.09 -1.45
H 1.170 -0.267 2.800 0.36 0.52 0.53
H -0.193 0.057 3.593 1.29 1.47 -1.14
H -1.205 -0.545 1.701 -0.63 -0.55 -1.53
H -1.366 -0.541 -0.093 -0.04 -0.29 0.04
H 0.295 -1.249 -2.748 -0.42 2.46 1.72
H 1.287 -0.311 -1.682 -0.92 -1.06 -0.41
H 0.814 -2.991 2.243 -0.33 0.27 0.60
H 0.117 -2.254 1.205 -0.23 -0.03 0.02
O 0.204 -2.235 2.179 0.89 0.00 0.16
H -0.150 -2.515 -0.943 0.25 0.60 -1.21
H 0.572 -3.888 -0.546 -0.10 0.13 -0.45
O 0.088 -3.114 -0.253 -0.05 -0.76 1.22
```
Positions in Å, forces in eV/Å.



# 2
This record from the OMol25 dataset describes 2 unconnected molecules or ions with the total composition C5H18N4 at a distorted geometry. The level of theory is ωB97M-V/def2-TZVPD.

**Charge**: +2
**HOMO-LUMO gap**: 9.942 eV

Structure (XYZ):
```
27
Properties=species:S:1:pos:R:3:forces:R:3
C -1.990 0.998 0.148 -3.32 -2.18 -2.21
C -1.091 -0.358 -1.735 0.59 -3.84 1.04
C 1.380 -2.094 1.495 1.08 -2.01 3.23
C -1.517 -0.398 -0.240 1.36 -0.83 -0.53
C -0.350 -0.775 0.573 2.20 1.73 2.35
N 1.279 1.988 -0.132 -0.29 -1.63 -1.96
N 0.190 -1.948 0.730 -2.26 1.23 -0.39
N 1.577 3.359 -0.400 -1.88 -0.70 4.35
N -0.258 -3.025 0.000 1.66 -0.25 0.61
H -2.029 1.037 1.177 -1.00 0.52 2.28
H -2.954 1.238 -0.458 1.33 -0.44 1.69
H -1.319 1.699 -0.166 2.10 1.72 -0.97
H -0.151 0.176 -1.802 0.22 -0.36 -0.57
H -1.185 -1.446 -2.199 0.88 2.53 0.62
H -1.849 0.205 -2.110 -1.94 1.61 -1.89
H 2.086 -2.381 0.801 2.12 -0.19 -1.39
H 1.689 -1.279 2.146 -0.43 0.68 -0.80
H 1.490 -2.925 2.293 -1.39 0.68 -1.45
H -2.146 -1.286 -0.108 -1.11 0.79 0.04
H 0.200 0.087 1.202 -1.39 -2.28 -1.43
H 1.597 1.428 -0.947 -0.35 0.46 0.79
H 0.659 3.731 -0.672 0.86 0.66 -1.63
H 2.479 3.446 -0.810 0.65 1.18 -1.33
H 1.591 3.750 0.576 0.70 0.25 -0.89
H -1.172 -2.914 -0.375 -0.57 -0.27 -0.07
H 0.084 -3.941 0.316 -0.55 0.72 -0.05
H 1.709 1.632 0.695 0.75 0.23 0.58
```
Positions in Å, forces in eV/Å.



# 3
This record from the OMol25 dataset describes 2 unconnected molecules or ions with the total composition C5H18N6 at a distorted geometry. The level of theory is ωB97M-V/def2-TZVPD.

**Charge**: +2
**HOMO-LUMO gap**: 10.709 eV

Structure (XYZ):
```
29
Properties=species:S:1:pos:R:3:forces:R:3
C -1.671 1.140 -1.844 -0.29 2.48 -2.57
C -0.454 2.145 -1.643 -1.68 1.97 1.58
C -0.944 -1.258 -2.039 -0.31 3.26 1.60
N -1.284 -0.091 -2.629 1.60 -0.10 -0.07
N -1.870 -1.512 -1.047 2.99 -2.76 0.62
N 0.302 -1.777 -2.135 -1.10 -0.07 0.05
H -2.078 0.959 -0.858 -0.39 -0.52 -0.31
H -2.432 1.672 -2.582 1.27 -1.09 2.03
H -0.655 3.205 -1.947 -1.04 -0.83 0.01
H 0.432 2.121 -2.208 1.42 -1.42 -0.66
H -0.547 0.209 -3.244 -0.10 0.01 -0.77
H -2.837 -1.511 -1.243 -1.11 0.43 -0.75
H -1.649 -2.293 -0.416 -0.16 0.42 -0.45
H 1.142 -1.437 -2.655 -1.62 -0.01 0.44
H 0.443 -2.595 -1.586 0.32 -0.80 -0.05
H -0.243 2.373 -0.557 0.02 -0.95 -1.25
C 0.357 1.621 2.121 1.96 0.94 0.27
C 1.348 -0.739 2.097 -0.45 2.05 1.24
N 0.303 0.152 2.195 1.75 -0.15 -0.41
N 2.694 -0.413 1.839 -3.08 -3.06 -0.29
N 0.961 -1.958 2.427 1.46 0.05 -0.98
H -0.561 -0.206 2.601 0.58 -0.02 -0.23
H 2.982 0.462 2.222 0.70 0.38 0.01
H 3.314 -1.271 1.735 -0.74 2.14 0.51
H 0.069 -2.262 2.632 -2.49 0.24 0.33
H 1.535 -2.731 2.487 2.13 -1.40 0.06
H -0.415 1.998 2.883 1.39 -0.09 -1.51
H 0.312 1.990 1.070 -0.99 -0.39 0.95
H 1.444 2.006 2.321 -2.03 -0.72 0.56
```
Positions in Å, forces in eV/Å.



# 4
This record from the OMol25 dataset describes 6 unconnected molecules or ions with the total composition C5H18O6 at a distorted geometry. The level of theory is ωB97M-V/def2-TZVPD.

**Charge**: 0
**HOMO-LUMO gap**: 8.740 eV
**SMILES**: C/C=C/C=C/O.O.O.O.O.O

Structure (XYZ):
```
29
Properties=species:S:1:pos:R:3:forces:R:3
C 2.565 -1.424 1.565 -1.84 -0.54 -1.64
C 1.688 -0.214 1.645 1.05 -0.40 0.86
C 0.856 0.219 0.708 -0.41 1.00 0.23
C 0.134 1.471 0.872 -0.25 1.06 -0.01
C -0.595 2.028 -0.099 0.11 -0.47 -0.88
O -1.212 3.213 0.025 0.01 0.82 0.99
H 3.609 -1.246 1.727 0.40 -0.01 0.79
H 2.057 -2.239 2.112 0.92 0.22 0.27
H 2.500 -1.741 0.520 0.16 -0.29 -0.07
H 1.812 0.320 2.596 -0.44 0.22 -0.46
H 0.693 -0.244 -0.265 0.21 -0.50 0.28
H 0.303 2.100 1.755 -0.15 -0.53 -0.07
H -0.760 1.606 -1.088 0.29 -0.39 0.40
H -1.725 3.420 -0.751 -0.13 -0.07 -0.33
H 2.298 0.645 -0.762 0.48 0.24 -0.06
H 3.107 1.924 -0.858 0.01 -0.02 -0.05
O 3.027 1.052 -1.258 -0.23 -0.11 -0.01
H -2.189 -2.378 0.880 0.02 0.29 -0.01
H -1.043 -1.391 1.141 -0.04 0.03 0.27
O -1.292 -2.149 0.606 0.16 -0.17 -0.31
H 0.552 -0.784 -2.359 0.40 -0.23 -0.51
H 0.241 -1.717 -3.633 0.29 0.51 0.74
O -0.126 -1.212 -2.887 -0.57 -0.34 -0.47
H -2.217 -0.310 -2.394 0.28 -0.62 -0.35
H -1.665 -0.506 -0.944 0.14 -0.62 -0.42
O -2.172 0.073 -1.525 -0.62 0.83 0.81
H -3.244 -0.146 0.133 -0.28 -0.01 -0.04
H -3.518 0.137 1.614 -0.02 0.17 0.13
O -3.682 -0.504 0.922 0.05 -0.07 -0.09
```
Positions in Å, forces in eV/Å.



# 5
This record from the OMol25 dataset describes 2 unconnected molecules or ions with the total composition C5H18Si3 at a distorted geometry. The level of theory is ωB97M-V/def2-TZVPD.

**Charge**: 0
**HOMO-LUMO gap**: 10.126 eV
**SMILES**: C[SiH](C)[SiH2][SiH3].C=CC

Structure (XYZ):
```
26
Properties=species:S:1:pos:R:3:forces:R:3
C 3.635 0.056 0.214 0.17 0.49 1.02
C -0.729 -1.999 0.323 -0.30 -0.73 -1.35
C -3.593 -0.825 0.531 0.22 0.54 0.00
C 2.646 0.173 -0.856 0.41 -1.94 -3.80
C 2.634 -0.743 -1.864 0.62 0.84 -0.29
Si -0.555 2.517 1.423 0.69 -0.88 0.76
Si -1.967 -0.844 -0.433 -1.11 0.55 0.95
Si -1.245 1.395 -0.489 0.60 0.33 -1.43
H 4.229 0.965 0.444 -0.29 -0.48 -0.48
H 3.049 -0.120 1.088 -0.15 -0.19 1.26
H 4.267 -0.821 0.074 0.12 0.21 -0.08
H -0.826 -3.044 -0.188 0.86 1.96 1.06
H 0.158 -1.365 0.182 0.52 -1.20 -0.34
H -0.858 -2.036 1.385 -0.29 -0.37 0.65
H -4.463 -0.326 0.081 0.51 0.11 0.00
H -3.855 -1.863 0.588 -0.23 -0.78 0.22
H -3.430 -0.461 1.532 -0.22 0.16 0.54
H 2.005 0.994 -1.070 -0.38 0.87 0.72
H -0.058 1.769 -1.466 -1.35 -0.39 0.44
H 3.370 -1.543 -1.921 -0.04 -0.10 0.55
H 2.155 -0.660 -2.861 -0.45 0.31 1.14
H -0.776 1.509 2.496 0.01 0.19 0.17
H -1.417 3.634 1.661 -0.64 0.76 0.15
H 0.854 3.028 1.638 -0.44 -0.35 -0.49
H -2.621 -1.327 -1.622 0.46 -0.16 -1.34
H -2.609 1.938 -0.888 0.70 0.25 -0.04
```
Positions in Å, forces in eV/Å.



# 6
This record from the OMol25 dataset describes 2 unconnected molecules or ions with the total composition C5H18Si3 at a distorted geometry. The level of theory is ωB97M-V/def2-TZVPD.

**Charge**: 0
**HOMO-LUMO gap**: 7.575 eV

Structure (XYZ):
```
26
Properties=species:S:1:pos:R:3:forces:R:3
C 2.876 0.459 -2.008 -1.89 -0.95 -2.59
C -1.054 -0.930 -0.889 1.97 1.53 -0.64
C 0.566 -1.191 1.828 -1.45 -3.18 -2.95
C -2.203 -0.343 2.132 2.57 0.15 0.48
C -0.052 1.653 0.764 -0.45 -0.76 -1.50
Si 0.131 2.708 -0.852 1.26 -0.64 0.20
Si 2.502 -1.188 -2.979 0.31 1.00 -0.76
Si -0.754 -0.216 0.847 0.92 0.22 1.37
H 1.985 1.090 -2.330 1.16 -0.42 0.38
H 2.944 0.385 -0.988 -0.02 -0.05 2.58
H 3.780 0.867 -2.398 0.56 0.62 -0.51
H -1.266 -1.956 -1.032 -0.76 -1.16 0.48
H -1.847 -0.307 -1.336 0.49 -0.31 -0.37
H -0.039 -0.895 -1.493 -1.89 0.66 1.03
H 1.517 -1.276 1.330 0.57 0.24 -0.02
H 0.607 -0.717 2.735 0.44 0.97 2.47
H 0.220 -2.319 1.959 0.47 2.33 -0.07
H -1.924 -0.964 3.031 -0.02 0.69 -0.98
H -2.458 0.650 2.459 -0.50 0.31 0.14
H -2.967 -0.841 1.651 -2.15 -0.80 -0.83
H -0.613 2.427 1.284 -0.38 -0.43 0.52
H 0.926 1.639 1.228 0.32 -0.16 0.10
H -0.311 2.347 -2.219 0.01 -0.68 0.09
H 1.595 3.143 -1.074 -1.00 -0.08 0.33
H -0.780 3.770 -0.577 -0.41 1.19 0.17
H 2.250 -2.169 -1.908 -0.12 -0.28 0.88
```
Positions in Å, forces in eV/Å.



Record-wise relative energy (zero: lowest compared OMol25 entry of this formula, charge and spin) values, in kcal/mol: 64.5, 0.0, 41.0, 32.1, 17.1, 22.1
Record-wise calculated total energy values, in eV: -14034.168, -11417.027, -14401.498, -17760.725, -29106.962, -29106.742
Record-wise LUMO energy values, in eV: -3.017, -7.012, -6.418, 0.456, 0.630, -0.680